# C3H7N3OS

One molecule with the formula C3H7N3OS (ωB97M-V/def2-TZVPD, OMol25).

Each line ends with the natural charge from an NBO analysis.
CARTESIAN COORDINATES (ANGSTROEM)
C1 1.792911 -0.938564 -0.259654  -0.435
C2 -0.994086 1.849254 -0.806835  -0.302
C3 -0.278414 -0.461101 0.701083  0.540
H1 1.477771 -1.984172 -0.595770  0.191
H2 2.658912 -0.482994 -0.868912  0.225
H3 2.363412 -1.060856 0.620902  0.223
H4 -0.409618 2.639187 -0.232277  0.225
H5 -1.479278 2.003625 -1.794995  0.228
H6 -1.983333 -0.090867 1.398554  0.389
H7 0.139850 -2.291334 1.241681  0.338
N1 0.687252 -0.004462 -0.210984  -0.628
N2 -1.287072 0.515300 1.006753  -0.364
N3 -0.623273 -1.561684 1.389973  -0.716
O1 -2.012860 1.223838 -0.022234  -0.373
S1 -0.052174 0.644829 -1.567283  0.458

Atomic forces in eV per Å
C 1.554 -0.225 -3.109
C -1.004 0.278 0.094
C -3.431 -0.898 1.068
H 0.565 1.366 -0.012
H -1.674 -0.887 0.007
H -0.334 0.091 1.791
H -0.991 -0.747 -0.952
H -0.384 1.736 0.792
H -0.665 0.263 0.505
H -1.124 1.030 0.515
N 0.505 -2.196 3.382
N -0.139 0.220 0.300
N 3.980 0.939 -2.620
O 1.484 0.163 0.033
S 1.660 -1.133 -1.794

Computed properties:
charge = 0
HOMO-LUMO gap = 9.58 eV
structure (SMILES) = [H]/N=C1/NOCSN1C
HOMO = -8.9 eV


# C3H7N3S

One molecule with the formula C3H7N3S (ωB97M-V/def2-TZVPD, OMol25).

Each line ends with the natural charge from an NBO analysis.
CARTESIAN COORDINATES (ANGSTROEM)
C1 3.232807 0.338980 0.385558  -0.775
C2 -0.391743 -0.022785 -0.463696  0.227
C3 -3.129782 -0.810273 0.131684  -0.150
H1 3.221650 0.410612 1.498464  0.226
H2 3.239051 1.287479 -0.219913  0.240
H3 4.089868 -0.179118 -0.012924  0.224
H4 -0.587939 -1.152279 -0.500306  0.174
H5 -1.420596 1.869443 -0.150365  0.416
H6 -4.219996 -1.138896 0.260985  0.187
H7 -2.503539 -1.612120 0.533022  0.152
N1 0.728557 0.545358 -0.411914  -0.593
N2 -1.507878 0.758854 -0.399532  -0.446
N3 -2.801382 0.359441 -0.179426  -0.219
S1 2.050920 -0.654697 -0.471634  0.337

Atomic forces in eV per Å
C 0.464 0.722 -1.130
C -1.107 -1.258 0.664
C -1.464 -1.902 1.394
H -0.232 0.018 -1.056
H -0.005 -0.486 1.328
H 1.077 -0.051 0.627
H 0.291 1.642 -0.121
H 0.117 -4.001 -1.198
H 1.403 1.249 -0.463
H 0.618 0.165 -0.605
N 1.811 -1.404 -0.080
N -1.058 3.711 1.187
N -0.292 0.666 -0.764
S -1.624 0.928 0.217

Computed properties:
charge = 0
HOMO-LUMO gap = 8.88 eV
structure (SMILES) = C=NN/C=N/SC
HOMO = -8.0 eV


# C3H7N3S

C3H7N3S as an isolated structure (ωB97M-V/def2-TZVPD, OMol25).

Each line ends with the natural charge from an NBO analysis.
CARTESIAN COORDINATES (ANGSTROEM)
C1 -2.263617 1.328038 -0.147469  -0.397
C2 -0.495801 0.272206 0.989949  0.280
C3 2.721947 -1.182030 1.137502  -0.094
H1 -3.252206 0.404400 -0.003060  0.173
H2 -2.445622 2.121445 0.809224  0.245
H3 -2.396957 1.837756 -1.578705  0.213
H4 0.819924 -0.159454 -0.942196  0.176
H5 -1.195709 0.343540 1.960291  0.199
H6 3.567578 -1.751729 0.704206  0.198
H7 2.959760 -0.775668 2.309312  0.168
N1 -1.086835 0.620978 -0.173084  -0.586
N2 0.568059 -0.366399 1.375705  -0.395
N3 1.492908 -0.942695 0.552000  -0.320
S1 -0.290679 0.017952 -1.713832  0.139

Atomic forces in eV per Å
C -5.665 0.367 -1.885
C -1.224 -1.500 2.733
C -3.586 2.052 1.719
H 2.459 3.092 -0.650
H 0.875 -1.997 -3.096
H 0.144 -1.137 4.735
H 0.143 -0.385 -0.741
H 1.326 0.616 -2.384
H -1.136 0.514 -0.409
H -1.011 -1.125 -3.333
N 3.441 -0.943 -0.586
N 0.079 0.471 0.607
N 5.197 -1.070 1.481
S -1.041 1.045 1.810

Computed properties:
charge = 0
HOMO-LUMO gap = 8.37 eV
HOMO = -8.1 eV


# C3H7N3S

One molecule with the formula C3H7N3S (ωB97M-V/def2-TZVPD, OMol25).

Each line ends with the natural charge from an NBO analysis.
CARTESIAN COORDINATES (ANGSTROEM)
C1 1.139892 -0.960893 0.094632  0.252
C2 -1.867482 0.476039 -0.006255  -0.273
C3 -0.996826 1.570321 0.629170  -0.309
H1 2.587082 -1.064642 -1.271451  0.392
H2 2.790769 -2.192916 0.333548  0.454
H3 0.830487 0.380860 -1.645327  0.406
H4 -2.754233 1.068374 -0.614369  0.186
H5 -2.314181 -0.561015 0.542128  0.258
H6 -0.516711 1.081030 1.552159  0.227
H7 -1.526687 2.488320 0.602107  0.215
N1 2.317784 -1.462643 -0.264443  -0.804
N2 0.550576 0.057350 -0.654155  -0.468
N3 -0.594386 0.849292 -0.598349  -0.265
S1 0.353915 -1.729478 1.300605  -0.271

Atomic forces in eV per Å
C -2.083 0.253 -0.085
C -3.757 -0.065 0.006
C 0.165 -4.366 1.742
H 0.329 -1.794 3.176
H -0.957 1.334 -1.492
H 0.727 -1.608 2.420
H 2.149 -2.099 1.238
H 2.136 3.054 -1.652
H -0.632 1.587 -1.202
H 0.745 1.160 -0.070
N 1.693 1.690 -3.655
N 2.011 0.719 -3.055
N -1.556 0.244 0.977
S -0.969 -0.108 1.652

Computed properties:
charge = 0
HOMO-LUMO gap = 8.92 eV
structure (SMILES) = NC(=S)NN1CC1
HOMO = -8.2 eV


# C3H7N3S

One molecule with the formula C3H7N3S (ωB97M-V/def2-TZVPD, OMol25).

Each line ends with the natural charge from an NBO analysis.
CARTESIAN COORDINATES (ANGSTROEM)
C1 -1.073964 -0.630081 -1.075499  -0.136
C2 0.861896 -0.109192 0.034010  0.030
C3 0.961415 1.396851 0.458654  -0.604
N1 0.091512 -0.669395 -1.879955  -0.126
N2 1.104578 -0.391100 -1.292832  -0.121
N3 -0.555024 -0.402076 0.299464  -0.639
S1 -1.123818 -1.463457 1.462297  0.184
H1 -1.489074 0.299699 -1.535418  0.209
H2 -1.779870 -1.549515 -1.112095  0.227
H3 1.442524 -0.804815 0.549526  0.203
H4 0.207004 1.901701 -0.155034  0.216
H5 1.982578 1.848405 0.203830  0.221
H6 0.720877 1.160173 1.526157  0.228
H7 -1.350635 -0.587198 2.516895  0.108

Atomic forces in eV per Å
C -1.507 0.331 1.177
C -1.366 1.631 2.422
C 1.849 -1.684 -0.596
N -0.701 -1.944 -3.071
N 1.733 0.624 -1.414
N -1.066 -0.256 -1.582
S 0.358 0.132 1.115
H -0.895 -0.646 0.668
H 1.250 1.660 -0.360
H 1.427 -0.630 1.612
H -0.033 0.111 0.719
H -1.358 -0.606 0.903
H 0.278 1.748 -0.673
H 0.030 -0.472 -0.921

Computed properties:
charge = 0
HOMO-LUMO gap = 9.62 eV
structure (SMILES) = C[C@@H]1N=NCN1S
HOMO = -8.9 eV


# C3H7N3S

One molecule with the formula C3H7N3S (ωB97M-V/def2-TZVPD, OMol25).

Each line ends with the natural charge from an NBO analysis.
CARTESIAN COORDINATES (ANGSTROEM)
C1 0.489295 -1.423986 0.110058  -0.215
C2 1.888513 -0.898807 -0.178893  -0.222
C3 0.423156 0.933151 0.025170  0.571
H1 -2.190026 -0.451913 1.276964  0.082
H2 0.441900 -1.668439 1.197221  0.180
H3 0.196743 -2.297175 -0.497206  0.218
H4 2.636465 -1.413347 0.381749  0.204
H5 2.145721 -1.073356 -1.235960  0.180
H6 2.478329 1.184857 0.049222  0.409
H7 -0.962944 2.182988 -0.142214  0.348
N1 -0.331100 -0.250420 -0.154246  -0.616
N2 1.736110 0.500254 0.243157  -0.621
N3 0.050337 2.164314 -0.047632  -0.744
S1 -1.983713 -0.314050 -0.066046  0.225

Atomic forces in eV per Å
C 0.156 -0.305 0.743
C -0.443 0.312 -0.511
C 0.198 0.848 -0.333
H 0.195 0.117 -0.228
H -0.170 -0.126 -0.583
H 0.060 0.493 0.278
H 0.476 -0.245 0.641
H -0.148 0.551 0.035
H -0.740 -0.579 0.093
H -0.015 0.125 -0.066
N 0.325 0.051 -0.022
N 0.271 0.368 -0.524
N 0.399 -1.621 0.355
S -0.565 0.009 0.122

Computed properties:
charge = 0
HOMO-LUMO gap = 9.75 eV
structure (SMILES) = [H]/N=C1/NCCN1S
HOMO = -9.0 eV


# C3H7N4

An isolated ion of composition C3H7N4 and charge +1 (ωB97M-V/def2-TZVPD, OMol25).

Each line ends with the natural charge from an NBO analysis.
CARTESIAN COORDINATES (ANGSTROEM)
C1 -0.207642 -0.699922 -0.441110  -0.032
C2 -1.421167 -0.047108 0.019457  0.312
C3 2.191059 -0.006469 -0.092206  -0.426
N1 -1.094212 1.106447 0.566271  -0.199
N2 0.190329 1.199697 0.617834  -0.104
N3 0.769687 0.083896 0.097451  -0.078
N4 -2.627790 -0.493036 -0.239199  -0.759
H1 0.031142 -1.691276 -0.914916  0.276
H2 2.515290 0.937106 0.331195  0.226
H3 2.681041 -0.666512 0.640494  0.257
H4 2.430464 -0.106795 -1.116132  0.253
H5 0.676972 1.971673 1.015433  0.446
H6 -2.640335 -1.432434 -0.533516  0.401
H7 -3.494844 -0.155273 0.048939  0.429

Atomic forces in eV per Å
C 0.455 0.706 2.005
C 2.475 -0.215 -1.253
C 0.590 0.988 2.483
N -1.197 0.775 0.781
N 0.265 -2.796 -1.182
N -1.576 0.007 -1.035
N -0.324 -1.065 -0.696
H -0.369 1.401 0.571
H 0.610 0.491 -0.641
H -0.485 -0.593 -0.800
H 0.451 -0.288 -0.860
H 0.518 0.452 0.286
H -0.337 -0.990 -0.402
H -1.076 1.125 0.745

Computed properties:
charge = +1
HOMO-LUMO gap = 9.07 eV
structure (SMILES) = C[n+]1cc(N)n[nH]1
HOMO = -13.4 eV


# C3H7N4O

An isolated ion of composition C3H7N4O and charge +1 (ωB97M-V/def2-TZVPD, OMol25).

Each line ends with the natural charge from an NBO analysis.
CARTESIAN COORDINATES (ANGSTROEM)
C1 -1.403132 -0.112066 -0.101606  0.180
C2 0.364136 1.337221 1.421958  0.146
C3 1.040682 -0.262578 -0.344049  -0.033
N1 -0.413431 -0.581382 -0.702461  -0.143
N2 1.082794 0.965133 0.336983  -0.635
N3 -0.814565 0.980421 1.671167  0.203
N4 -0.578190 -1.448561 -1.780401  -0.662
O1 -1.601122 0.956081 2.554872  -0.268
H1 -2.405951 -0.122749 -0.118495  0.225
H2 0.831456 1.758477 2.313685  0.245
H3 1.320119 -1.245940 0.131325  0.226
H4 1.609871 -0.155984 -1.377992  0.243
H5 2.025542 1.475432 0.280689  0.446
H6 -1.183464 -2.245742 -1.801229  0.430
H7 0.125256 -1.297761 -2.484444  0.398

Atomic forces in eV per Å
C 4.752 2.700 3.801
C 0.758 -0.346 2.007
C -0.338 -1.468 -2.177
N -0.922 -0.948 -1.641
N 3.158 1.683 -0.903
N -1.406 -1.859 -2.691
N 1.348 0.940 -0.298
O -0.687 0.181 0.542
H -3.442 -0.694 -0.827
H 0.238 0.422 -0.444
H 0.278 1.167 0.065
H -1.145 -0.227 2.236
H -2.190 -1.141 -0.105
H -0.199 -0.023 0.565
H -0.202 -0.387 -0.130

Computed properties:
charge = +1
HOMO-LUMO gap (spin up / spin down) = 8.33 / 8.33 eV
HOMO (spin up / spin down) = -13.1 / -13.1 eV


# C3H7N4PS

One molecule with the formula C3H7N4PS (ωB97M-V/def2-TZVPD, OMol25).

Each line ends with the natural charge from an NBO analysis.
CARTESIAN COORDINATES (ANGSTROEM)
C1 2.591353 0.506500 0.023938  -0.346
C2 1.948472 0.282489 1.201741  -0.066
C3 1.556120 0.526268 -0.884515  -0.057
N1 0.611948 0.192570 1.107714  -0.351
N2 0.393260 0.417129 -0.181938  -0.380
N3 -1.698527 -1.703917 -0.697706  -1.161
N4 -2.123790 0.334426 0.795124  -1.229
P1 -1.583393 -0.024125 -0.715357  1.722
S1 -2.073605 1.093967 -2.187197  -0.491
H1 3.722659 0.579965 -0.137544  0.237
H2 2.382926 0.137616 2.150437  0.197
H3 1.539311 0.749224 -1.873108  0.211
H4 -1.645464 -2.507715 -1.258266  0.431
H5 -1.564378 -1.970808 0.229828  0.396
H6 -1.422804 0.082492 1.475978  0.439
H7 -2.634088 1.303920 0.950869  0.448

Atomic forces in eV per Å
C 2.083 -0.046 -1.395
C -1.020 -0.553 2.067
C -0.823 0.146 2.222
N 1.321 0.236 -0.086
N -2.361 -1.264 -1.793
N -0.081 2.646 0.275
N -2.004 2.198 -0.137
P 2.146 0.333 0.124
S 0.025 -0.694 0.186
H -2.125 -0.032 0.153
H 0.459 -0.037 0.960
H -0.071 0.418 -2.794
H 0.326 -0.185 -1.720
H 0.060 -0.670 1.903
H 0.262 0.388 0.629
H 1.804 -2.883 -0.595

Computed properties:
charge = 0
HOMO-LUMO gap = 9.78 eV
structure (SMILES) = NP(N)(=S)n1cccn1
HOMO = -9.1 eV


# C3H7N4S

A 2-piece molecular cluster, C3H7N4S overall (ωB97M-V/def2-TZVPD, OMol25).

Each line ends with the natural charge from an NBO analysis.
CARTESIAN COORDINATES (ANGSTROEM)
C1 1.118350 0.642437 0.310205  0.097
C2 0.321692 1.875802 0.499216  -0.593
C3 1.038565 -1.572751 -0.701177  -0.424
N1 -2.767053 -0.718806 0.709980  -0.172
N2 -2.063719 -1.418953 0.165889  0.210
N3 -0.696451 -0.018482 -0.846913  -0.508
N4 0.516682 -0.266612 -0.390933  -0.063
S1 -1.274430 1.445652 -0.337167  0.545
H1 2.110110 0.513628 0.701175  0.252
H2 0.201032 2.167717 1.541669  0.275
H3 0.738920 2.726428 -0.050284  0.277
H4 2.125128 -1.567701 -0.676379  0.242
H5 0.681377 -1.866123 -1.687362  0.261
H6 0.656561 -2.292258 0.025155  0.245
H7 -2.706767 0.350018 0.736930  0.355

Atomic forces in eV per Å
C -0.249 -0.113 -0.041
C -0.446 0.340 -0.027
C 0.328 -1.107 -0.247
N 0.150 -1.832 -0.335
N -0.375 0.755 0.532
N -1.716 -0.744 -1.236
N 0.965 1.213 0.999
S 0.448 0.343 0.256
H 0.184 -0.247 0.012
H 0.088 -0.045 0.044
H 0.000 -0.105 0.071
H -0.054 0.108 0.035
H 0.064 0.164 0.070
H 0.021 0.118 -0.020
H 0.592 1.152 -0.113

Computed properties:
charge = +1
HOMO-LUMO gap (spin up / spin down) = 7.51 / 7.51 eV
HOMO (spin up / spin down) = -12.6 / -12.6 eV


# C3H7N5

One molecule with the formula C3H7N5 (ωB97M-V/def2-TZVPD, OMol25).

Each line ends with the natural charge from an NBO analysis.
CARTESIAN COORDINATES (ANGSTROEM)
C1 -1.615711 1.536146 0.042355  -0.421
C2 -1.890276 -0.912116 0.391262  -0.415
C3 0.813838 -0.026766 0.934623  0.124
H1 -0.925706 2.102466 -0.558383  0.221
H2 -1.172101 1.743732 1.105878  0.162
H3 -2.701082 1.760645 -0.081067  0.230
H4 -2.967364 -0.679120 0.292103  0.211
H5 -1.491712 -0.983135 1.416017  0.177
H6 -1.629664 -1.727380 -0.264387  0.222
H7 0.416430 0.090346 1.949501  0.217
N1 -1.228031 0.171580 -0.308121  -0.250
N2 0.078059 -0.037383 -0.143116  -0.057
N3 2.011945 -0.358384 0.603390  -0.292
N4 2.054910 -0.408993 -0.686227  -0.066
N5 0.886560 -0.208413 -1.190083  -0.064

Atomic forces in eV per Å
C 1.724 -0.078 2.003
C -0.842 0.870 -0.762
C -0.925 -0.638 2.860
H -0.473 0.920 -0.618
H -1.533 -0.051 -1.230
H 1.116 -0.286 0.069
H 0.460 -0.560 0.570
H -0.703 -0.378 -0.152
H -0.264 -1.018 0.548
H 0.400 -0.041 -0.606
N -2.352 0.344 -0.214
N 1.333 1.155 -1.786
N 2.060 0.520 2.445
N -0.019 -0.370 -2.494
N 0.020 -0.386 -0.631

Computed properties:
charge = 0
HOMO-LUMO gap = 10.42 eV
structure (SMILES) = CN(C)n1cnnn1
HOMO = -9.7 eV


# C3H7N5

A 2-piece molecular cluster, C3H7N5 overall (ωB97M-V/def2-TZVPD, OMol25).

Each line ends with the natural charge from an NBO analysis.
CARTESIAN COORDINATES (ANGSTROEM)
C1 0.492638 -1.258446 0.671845  0.304
C2 0.939793 -0.601969 -1.395641  0.244
C3 0.399086 2.468909 -1.059135  -0.091
H1 -1.215352 -0.798043 3.299075  0.247
H2 -2.476220 -1.346159 1.445611  0.362
H3 -0.941457 0.364598 0.235729  0.441
H4 0.746053 -1.863461 1.510591  0.184
H5 1.308193 -1.159893 -2.287425  0.181
H6 1.072358 2.249938 -2.016623  0.226
H7 0.365714 3.379660 -0.267826  0.221
N1 -1.514103 -1.331577 1.784508  -0.613
N2 -0.745463 -0.603680 0.716552  -0.524
N3 1.442051 -1.213831 -0.152456  -0.517
N4 0.328164 0.437913 -1.746876  -0.343
N5 -0.201453 1.276042 -0.737930  -0.324

Atomic forces in eV per Å
C -1.476 1.220 1.781
C 2.777 -2.059 -0.501
C -0.852 -2.739 1.926
H -1.413 -0.954 -4.412
H -0.144 0.785 0.960
H 0.386 -1.630 1.206
H -0.597 -0.368 1.051
H -0.178 0.265 0.765
H -1.222 1.729 2.106
H -0.084 -2.228 -2.372
N 2.461 1.904 1.091
N -0.391 -2.879 2.412
N -1.097 1.754 -3.893
N -1.749 -0.493 0.712
N 3.577 5.693 -2.831

Computed properties:
charge = 0
HOMO-LUMO gap = 8.64 eV
HOMO = -8.7 eV


The records above give, respectively, max |F| values of 4.86 4.18 5.98 4.70 3.70 1.71 3.05 6.66 3.45 2.24 3.24 7.30 eV Å⁻¹.
The records above give, respectively, ΔE to the lowest compared entry with this formula, charge and spin values of 4.865 3.532 7.453 4.731 3.403 0.776 1.943 7.526 0.000 3.109 3.411 8.033 eV.